1.
ORCA calculation (ωB97M-V/def2-TZVPD) on a 2-piece molecular cluster, C3H11N4 overall at a distorted geometry.

Results
Frontier orbital gap in eV: 7.077
Net charge: +1
HOMO energy in eV: -10.74
2S+1: 1
E_tot in Eh: -339.668127

Each line ends with the Mulliken charge.
CARTESIAN COORDINATES (ANGSTROEM)
C 2.12109 0.46937 0.30107  0.0258
C 1.12256 1.36368 0.50064  -0.7079
N 0.39767 1.37791 1.70474  -0.4988
N 2.81870 0.46568 -0.93281  -0.5027
H 2.32039 -0.36803 0.95214  0.3466
H 1.07809 2.22228 -0.16047  0.3016
H 0.29291 0.51332 2.18935  0.2571
H -0.54246 1.82986 1.62928  0.2603
H 3.81122 0.26106 -0.80159  0.2551
H 2.70556 1.39092 -1.32489  0.2310
N -2.91354 -2.00082 -0.69678  -0.3352
C -2.27525 -0.93009 -0.25063  0.2483
N -1.05105 -0.59695 -0.49752  -0.2321
H -2.51350 -2.73688 -1.31254  0.2597
H -3.90693 -1.94856 -0.69994  0.2647
H -2.86567 -0.26130 0.33441  0.3277
H -0.55487 0.23781 -0.21597  0.2477
H -0.39755 -1.27894 -0.93963  0.2509

2.
ORCA calculation (ωB97M-V/def2-TZVPD) on C2H2CoF2LiO as an isolated structure at a distorted geometry.

Results
Frontier orbital gap (alpha / beta) in eV: 8.199 / 7.528
Net charge: +3
HOMO energy (alpha / beta) in eV: -26.57 / -27.20
2S+1: 6
E_tot in Eh: -1740.969182

Each line ends with the Mulliken charge.
CARTESIAN COORDINATES (ANGSTROEM)
F -2.02844 0.04071 2.19250  -0.6274
O -4.43787 1.09017 1.23262  -0.2126
Co -2.59772 1.55327 1.47843  1.5317
Li -3.27432 -1.17268 2.53108  0.9440
C -6.05538 0.72311 0.63988  0.5387
C -5.90132 1.48395 1.76045  -0.0730
H -7.22892 1.05240 1.26524  0.4719
F -5.94428 -0.58095 0.61852  0.0331
H -6.04518 2.56643 1.71881  0.3936

3.
ORCA calculation (ωB97M-V/def2-TZVPD) on a 2-piece molecular cluster, C21H28I2NO6 overall at a distorted geometry.

Results
Frontier orbital gap in eV: 1.621
Net charge: -1
HOMO energy in eV: -2.88
2S+1: 1
E_tot in Eh: -1918.312700

Each line ends with the Mulliken charge.
CARTESIAN COORDINATES (ANGSTROEM)
C 1.04178 -2.77185 0.22160  0.1077
C 2.08413 -2.95940 -0.39618  -0.5548
C 3.24482 -2.75804 -1.43204  -0.4222
C 4.28940 -1.63793 -0.93535  -0.7888
C 4.03016 -0.24318 -1.69491  -0.9876
C 2.87834 0.50531 -0.89848  1.7594
C 3.37792 1.62435 0.10868  -0.9990
N 2.92903 3.00852 -0.22453  -0.1783
I 4.04769 3.87070 -1.85651  0.0413
C 1.45599 3.15671 -0.39018  -1.2229
I 0.45870 3.95621 1.38882  0.0823
C 0.70105 1.84427 -0.85387  1.1494
C -0.70933 2.13261 -1.54588  -0.8786
C -1.76748 1.12456 -0.87080  0.0893
C -2.97440 0.77801 -1.86455  -0.5491
C -3.76637 -0.45038 -1.19992  -0.1043
O -5.03890 -0.70463 -1.83170  -0.4039
C -6.13005 -0.19797 -1.02751  -0.5601
C 1.69552 1.05092 -1.84857  -1.3383
O 1.01757 -0.05518 -2.50574  -0.4433
H 0.15039 -2.88103 0.89014  0.3417
H 2.84401 -2.48497 -2.46188  0.2248
H 3.75618 -3.76568 -1.56832  0.3383
H 5.31791 -2.05740 -1.12653  0.3513
H 4.15021 -1.49184 0.18389  0.4535
H 3.61445 -0.52731 -2.71620  0.2730
H 4.97544 0.35154 -1.84369  0.4507
H 2.36816 -0.28747 -0.25594  -0.4370
H 4.51765 1.65435 0.08703  0.4639
H 3.12298 1.34889 1.18546  0.2144
H 3.19179 3.59750 0.58614  0.4576
H 1.28505 3.93787 -1.19840  0.4731
H 0.51356 1.13562 0.02257  -0.1030
H -0.67133 1.91042 -2.66165  0.2532
H -1.09580 3.17871 -1.33191  0.3892
H -1.21531 0.15223 -0.66944  -0.0628
H -2.13110 1.49235 0.13103  0.2771
H -2.58838 0.42410 -2.87130  0.1967
H -3.65015 1.67767 -1.99347  0.1958
H -3.11348 -1.37114 -1.29808  0.2088
H -3.86555 -0.22062 -0.08639  0.1564
H -6.25629 0.90656 -1.27617  0.2168
H -5.98360 -0.38092 0.07987  0.2757
H -7.05950 -0.78495 -1.31824  0.2303
H 2.07664 1.71287 -2.68420  0.4232
H 0.96482 0.19939 -3.44966  0.4361
C -2.88962 -1.41815 3.97521  -0.6767
C -2.29141 -0.68584 2.97648  0.4444
C -0.77226 -0.86097 2.90680  0.1264
O -0.06980 -0.34451 2.03414  -0.3772
C -0.12107 -1.67360 3.92502  -0.4136
C -0.71781 -2.40090 4.93952  0.3508
C -2.24842 -2.31120 4.94509  0.3802
O -2.96511 -2.93962 5.71652  -0.6723
O -0.15918 -3.09475 5.80875  -0.7126
O -2.84337 0.07798 2.14469  -0.7334
H -3.96674 -1.36357 4.09249  0.4055
H 0.96050 -1.68520 3.83823  0.3816

4.
ORCA calculation (ωB97M-V/def2-TZVPD) on one molecule with the formula C2H7PS3 at a distorted geometry.

Results
Frontier orbital gap in eV: 9.492
HOMO energy in eV: -9.00
SMILES: PC(S)(S)CS
2S+1: 1
E_tot in Eh: -1616.232018

Each line ends with the Mulliken charge.
CARTESIAN COORDINATES (ANGSTROEM)
P -1.85010 0.94712 -0.79233  0.0639
C -0.19764 0.13115 0.32844  0.1502
S -0.73816 0.06952 2.01713  -0.1561
S 1.29179 1.10574 0.22425  -0.1987
C 0.06489 -1.20878 -0.32568  -1.1216
S 1.37997 -2.17365 0.52716  -0.1469
H -2.66878 0.87063 0.33065  0.0483
H -1.66173 2.24977 -0.68246  0.0306
H 0.16188 -0.93588 2.32939  0.1671
H 1.59752 0.44773 -1.09395  0.1681
H -0.02159 -1.05448 -1.47014  0.4581
H -0.77266 -1.92246 -0.16763  0.3766
H 2.27294 -1.19540 0.59877  0.1604

5.
ORCA calculation (ωB97M-V/def2-TZVPD) on C15H31ClO4P2Sn as an isolated structure at a distorted geometry.

Results
Frontier orbital gap (alpha / beta) in eV: 6.240 / 5.435
Net charge: +2
HOMO energy (alpha / beta) in eV: -15.10 / -14.78
2S+1: 1
E_tot in Eh: -2247.380511

Each line ends with the Mulliken charge.
CARTESIAN COORDINATES (ANGSTROEM)
P -0.97290 -2.07534 1.54591  1.3949
P -1.30261 1.81278 2.43469  1.1193
C -1.32183 -0.49948 0.65843  -0.1593
C -0.65332 0.79649 1.10922  0.6696
H -2.42048 -0.36251 0.68418  0.4847
H -1.01654 -0.67476 -0.40116  -0.5339
H 0.37363 0.63365 1.47474  -0.2436
H -0.66957 1.52455 0.27133  -0.5880
C -2.92282 2.58796 2.03251  -1.2622
H -3.18831 3.17996 2.93439  0.3797
H -3.68578 1.79533 1.91931  0.3770
H -2.90160 3.24216 1.15085  0.3736
C -0.18606 3.23553 2.41749  -1.2155
H -0.44239 3.84527 1.54590  0.3811
H 0.83284 2.86554 2.35975  0.4131
H -0.33279 3.79237 3.34441  0.3868
C -2.24687 -3.18765 0.94510  -1.3432
H -2.32278 -4.00664 1.68028  0.4428
H -1.98184 -3.60387 -0.04251  0.4275
H -3.21840 -2.66327 0.89419  0.4322
C 0.65841 -2.66435 0.95282  -1.1349
H 1.20275 -1.97557 0.29708  0.0203
H 0.52393 -3.65266 0.50249  0.4526
H 1.25211 -2.76233 1.87478  0.4524
Sn 1.92277 0.33057 -1.14955  0.4291
C 1.62335 1.60695 -2.97110  -0.4856
C 0.36752 1.36165 -2.33660  -0.3029
C -0.71162 0.53945 -2.99596  -0.9588
C -0.19268 -0.84057 -3.41796  -0.9727
C 0.86923 -1.32229 -2.45947  -0.2649
C 2.26654 -1.21510 -2.75485  -0.2177
C 2.78813 -0.48362 -3.97703  -0.8344
C 2.13791 0.89245 -4.21450  -0.8961
C -0.79005 -1.79461 3.30504  -1.1434
H 2.04879 2.60981 -2.88725  0.5454
H 0.00779 2.06839 -1.57181  0.9372
H -1.12550 1.07149 -3.87253  0.4492
H -1.53662 0.38927 -2.28251  0.3774
H -1.03058 -1.56774 -3.41661  0.4406
H 0.15666 -0.82181 -4.45695  0.3137
H 0.55898 -2.16602 -1.83508  0.6126
H 2.85085 -2.10730 -2.53709  0.5344
H 2.63244 -1.10260 -4.89351  0.3071
H 3.87901 -0.32100 -3.85461  0.4253
H 2.91751 1.53748 -4.66370  0.3909
H 1.37285 0.80356 -5.00982  0.3486
H 0.28030 -1.57107 3.44330  0.3114
H -1.01741 -2.71217 3.87171  0.4390
H -1.38657 -0.94084 3.67533  0.3681
O 1.92190 2.27797 4.46942  -0.3712
Cl 2.24262 0.81734 4.31989  1.1468
O 1.99440 0.38711 2.89954  -0.4661
O 1.41897 -0.03679 5.24214  -0.3605
O -1.52432 1.12688 3.74595  -0.8297

6.
ORCA calculation (ωB97M-V/def2-TZVPD) on a 2-piece molecular cluster, C5H12BN overall at a distorted geometry.

Results
Frontier orbital gap (alpha / beta) in eV: 7.958 / 8.046
HOMO energy (alpha / beta) in eV: -7.36 / -7.46
2S+1: 1
E_tot in Eh: -277.156742

Each line ends with the Mulliken charge.
CARTESIAN COORDINATES (ANGSTROEM)
B -0.41319 -0.54048 0.01028  0.1114
C 0.61998 -1.79558 -0.02279  -0.5533
C 2.00381 -1.07863 0.05507  -0.5861
C 1.69395 0.39397 0.07917  -0.6668
C -3.15278 -0.29822 0.00648  -0.9272
C 0.08092 2.08144 0.02436  -0.8622
N 0.27612 0.62651 -0.17503  -0.0436
H 0.35172 -2.61982 0.81287  0.2411
H 0.33206 -2.37563 -1.01635  0.2278
H 2.42748 -1.27568 0.94047  0.3489
H 2.48226 -1.55037 -0.80130  0.2792
H 2.02003 0.93032 0.98520  0.3364
H 2.22915 0.86572 -0.64894  0.3960
H -2.98845 0.22119 0.92799  0.3044
H -3.27319 -1.39349 0.24948  0.2259
H -3.65719 0.01822 -0.90387  0.2549
H 0.31344 2.46171 -0.96408  0.3473
H -1.03015 2.27542 0.12862  0.3021
H 0.66584 2.55014 0.92280  0.2639

7.
ORCA calculation (ωB97M-V/def2-TZVPD) on one molecule with the formula C5H14N2O at a distorted geometry.

Results
Frontier orbital gap in eV: 9.470
HOMO energy in eV: -8.48
SMILES: CN[C@H](CO)CCN
2S+1: 1
E_tot in Eh: -383.613585

Each line ends with the Mulliken charge.
CARTESIAN COORDINATES (ANGSTROEM)
C 2.14596 0.19110 -1.69728  -0.9710
N 1.53484 -0.57238 -0.60114  -0.4334
C 0.31990 -0.02782 -0.03364  0.6038
C 0.54813 1.41521 0.57989  -0.8949
O -0.26368 2.41749 0.00789  -0.5217
C -0.25945 -0.95758 1.03434  -1.2676
C -1.79331 -1.05958 1.04872  -0.4480
N -2.26034 -1.46330 -0.29904  -0.5161
H 3.19505 0.36349 -1.48973  0.3353
H 2.03229 -0.38844 -2.62072  0.2926
H 1.64792 1.13839 -1.90836  0.3225
H 2.24113 -0.73132 0.08705  0.2577
H -0.34362 0.17434 -0.87635  0.3175
H 0.45660 1.40176 1.67167  0.3536
H 1.58724 1.70553 0.38860  0.3834
H -1.10947 2.41321 0.40778  0.3170
H 0.18060 -1.94119 0.81478  0.3965
H 0.16063 -0.74052 2.01973  0.5021
H -2.05793 -1.66452 1.91894  0.3343
H -2.22641 -0.06710 1.23408  0.1766
H -1.48032 -1.88902 -0.78821  0.2174
H -3.06652 -2.03586 -0.18201  0.2426

8.
ORCA calculation (ωB97M-V/def2-TZVPD) on C44H50ClN2OsP as an isolated structure at a distorted geometry.

Results
Frontier orbital gap (alpha / beta) in eV: 6.629 / 6.562
Net charge: +2
HOMO energy (alpha / beta) in eV: -13.71 / -13.95
2S+1: 5
E_tot in Eh: -2707.708897

Each line ends with the Mulliken charge.
CARTESIAN COORDINATES (ANGSTROEM)
Os -0.03864 -0.00083 0.18821  1.6105
C -2.26111 -0.99963 2.62204  -1.1039
C -1.73860 -0.19988 3.84530  1.1428
C -2.60031 -0.62503 5.09042  -2.0052
C -1.71148 1.25242 3.53121  -0.2589
C -2.73743 2.12220 3.94874  -0.6517
C -2.92141 3.41767 3.39328  -1.1656
C -2.10814 3.82481 2.31531  -0.5183
C -1.04262 2.98491 1.89710  0.1315
C 0.06942 3.38134 0.89666  2.6316
C 1.23717 4.01360 1.69862  -1.4913
C -0.48495 4.34339 -0.13202  -1.9769
C -0.90408 1.73247 2.46713  0.0705
N 0.21779 0.98580 2.06223  1.0717
C 1.19522 0.65720 2.81214  -0.6252
C 2.07975 -0.28360 2.22318  -1.2653
N 1.81598 -0.81237 1.08003  0.6133
C 2.79223 -1.58889 0.47880  0.0974
C 4.09448 -1.05403 0.32664  0.5174
C 4.92444 -1.88438 -0.38370  -0.8086
C 4.62234 -3.06236 -0.96592  -1.5723
C 3.37772 -3.54922 -0.82187  -0.5937
C 2.45920 -2.83803 -0.09879  -0.1490
C 1.10378 -3.37865 0.28886  3.0623
C 0.50326 -4.53985 -0.53343  -1.4563
C 1.01675 -3.56346 1.87786  -1.2556
C 4.54762 0.30891 0.82036  1.4309
C 5.32595 1.13446 -0.26997  -1.6592
C 5.44276 0.17060 2.05457  -1.6391
H -2.49784 -1.99426 2.94736  0.7187
H -1.55991 -0.88431 1.75678  -0.2268
H -3.19821 -0.47383 2.36404  0.4049
H -0.73672 -0.61398 4.10107  0.0366
H -3.62638 -0.46294 4.91238  0.4682
H -2.35053 -0.04428 5.98463  0.4602
H -2.42400 -1.69501 5.38746  0.4110
H -3.39748 1.77860 4.73267  0.4275
H -3.72050 4.06472 3.71125  0.4709
H -2.32892 4.82478 1.82551  0.3185
H 0.43329 2.46897 0.47596  -1.2692
H 0.89307 4.79110 2.40041  0.2643
H 2.04206 4.43338 1.10474  0.4568
H 1.67704 3.20734 2.30369  0.2718
H -0.46766 5.34626 0.41046  0.3919
H -1.47416 4.12516 -0.45861  0.4303
H 0.13975 4.38089 -1.00297  0.4302
H 1.35573 1.02369 3.81728  0.5310
H 2.95924 -0.61177 2.72570  0.9747
H 5.86760 -1.39763 -0.64871  0.4479
H 5.30974 -3.66408 -1.51642  0.4820
H 3.15811 -4.56515 -1.18267  0.4389
H 0.33747 -2.50784 0.16279  -1.7154
H 0.85860 -5.50761 -0.25613  0.3705
H 0.79319 -4.35878 -1.58944  0.4637
H -0.56513 -4.39926 -0.38600  0.3251
H 1.18889 -4.66057 2.13078  0.3843
H 0.01972 -3.31892 2.26438  0.2370
H 1.73610 -3.09488 2.51739  0.3419
H 3.67876 0.92773 1.09438  -0.2911
H 6.40797 1.01284 -0.03672  0.4989
H 5.16073 2.20773 -0.07770  0.4257
H 5.18486 0.93057 -1.38362  0.2787
H 6.33084 -0.44956 1.78468  0.4027
H 4.90764 -0.29529 2.85373  0.4063
H 5.66194 1.21730 2.34192  0.4467
Cl 1.73942 0.93193 -1.43330  -0.1021
C 1.22013 0.41180 -3.06287  0.9322
C 2.19772 0.61714 -4.05178  -0.5829
C 1.84698 0.28394 -5.36055  -0.7014
C 0.62041 -0.35689 -5.58571  -0.7515
C -0.30195 -0.58395 -4.54647  -0.2679
C 0.00902 -0.22918 -3.23619  -0.1994
P -1.22712 -0.15879 -1.83704  1.6025
C -2.42688 -1.59666 -1.95769  -0.0793
C -2.58108 -2.37970 -0.84363  -0.0741
C -3.52987 -3.43635 -0.83052  -0.9118
C -4.30468 -3.64361 -1.93685  -0.7065
C -4.10295 -2.88953 -3.09038  -1.0477
C -3.23090 -1.83011 -3.07146  -0.4970
C -2.43340 1.13997 -2.32667  0.3317
C -3.61235 1.16172 -1.63555  -0.3958
C -4.52838 2.21313 -1.87575  -0.7881
C -4.22634 3.21719 -2.80380  -0.4294
C -2.96478 3.23720 -3.48959  -0.9102
C -2.07867 2.21240 -3.13033  -0.3818
H 3.07883 1.18041 -3.83840  0.5379
H 2.55822 0.41073 -6.20453  0.3776
H 0.30247 -0.60509 -6.60235  0.4366
H -1.26970 -1.08986 -4.77115  0.2138
H -1.95123 -2.16487 -0.00534  0.5547
H -3.64187 -4.02491 0.11749  0.4285
H -5.13013 -4.34462 -1.97632  0.4058
H -4.79432 -3.02738 -3.93032  0.3761
H -3.05774 -1.25336 -3.93651  0.5823
H -3.89319 0.35195 -0.93034  0.3257
H -5.49507 2.26924 -1.39288  0.4778
H -5.01243 3.96566 -2.98761  0.3825
H -2.71555 4.08899 -4.11961  0.4254
H -1.09459 2.23081 -3.60147  0.3365

- Number 5 is which compound?
  C15H31ClO4P2Sn